Entry from OMol25: a cluster of 2 separate species, C2H8N3 in total (ωB97M-V with the def2-TZVPD basis set).

For the HOMO-LUMO gap (alpha / beta), the calculation gives 8.99 / 9.00 eV. The value obtained for the HOMO energy (alpha / beta) is -15.2 / -15.2 eV. The calculation puts the total energy at -6663.3571 eV. The calculation puts the LUMO energy (alpha / beta) at -6.2 / -6.2 eV. The charge is +1.

Geometry as XYZ:
```
13
Properties=species:S:1:pos:R:3:forces:R:3:mulliken_charge:R:1
C 0.4945 0.6151 -1.4439 -0.6 3.5 -2.7 0.21
C -1.0450 -0.7608 1.4902 -2.5 1.6 -3.6 -0.45
N 1.2013 -0.4831 -1.4329 -0.6 -0.7 1.7 -0.25
N -0.1373 1.2366 -0.4921 0.7 -3.0 2.5 -0.34
N 0.0851 -0.0158 1.2907 1.8 0.6 -4.1 -0.32
H 0.5077 1.1306 -2.5148 -0.1 -0.9 2.3 0.29
H -1.0237 -1.3132 0.4700 -1.4 -0.1 2.2 0.24
H -0.5999 -1.2961 2.2674 0.2 -2.1 1.9 0.33
H -1.9714 -0.1515 1.8104 1.2 -1.5 -0.6 0.30
H 1.7671 -0.7399 -2.1999 0.3 -0.2 -0.9 0.24
H -0.6531 2.1181 -0.4632 0.4 -0.6 -0.6 0.25
H 1.2010 -1.0956 -0.6287 0.3 0.2 0.1 0.22
H 0.1738 0.7556 1.8468 0.3 3.0 1.9 0.27
```
Forces are in eV/Å.



Entry from OMol25: the ion C2H5N2O with charge +1 (ωB97M-V with the def2-TZVPD basis set).

For the HOMO-LUMO gap, the calculation gives 9.66 eV. The value obtained for the HOMO energy is -13.7 eV. The calculation puts the total energy at -7172.5919 eV. The calculation puts the LUMO energy at -4.0 eV. The charge is +1.

Geometry as XYZ:
```
10
Properties=species:S:1:pos:R:3:forces:R:3:mulliken_charge:R:1
C 1.4975 -0.2708 -0.8995 0.5 -0.6 0.0 0.73
C -0.3892 -0.6497 -0.1708 0.4 -0.6 0.5 -0.61
N 0.3450 0.2461 -1.0125 -0.3 -0.1 -0.3 -0.17
N -0.6517 0.1796 1.0814 -0.2 -2.2 0.1 -0.24
O 2.6028 -0.5764 -0.9053 -0.8 0.1 0.1 -0.20
H -1.3246 -1.0137 -0.5969 0.4 0.0 0.1 0.25
H 0.0162 1.0051 -1.5709 0.1 0.9 -0.9 0.27
H -1.5900 0.1723 1.4282 -1.2 0.3 -0.2 0.33
H -0.3664 1.0583 0.7589 0.3 2.2 0.6 0.32
H -0.1397 -0.1508 1.8875 0.8 0.1 0.1 0.32
```
Forces are in eV/Å.



Entry from OMol25: the molecule C13H15NO3S2 (ωB97M-V with the def2-TZVPD basis set).

For the HOMO-LUMO gap, the calculation gives 9.05 eV. The value obtained for the HOMO energy is -8.5 eV. The calculation puts the total energy at -43026.1809 eV. The calculation puts the LUMO energy at 0.6 eV. The charge is 0. Its SMILES is COc1cccc(CN(C)S(=O)(=O)c2cccs2)c1.

Geometry as XYZ:
```
34
Properties=species:S:1:pos:R:3:forces:R:3:mulliken_charge:R:1
C -3.4763 -3.7749 0.4635 -0.1 -0.2 0.1 -0.90
O -2.9665 -2.5436 0.0145 0.1 0.3 -0.1 -0.40
C -1.6959 -2.4992 -0.4648 0.2 0.1 -0.1 0.45
C -0.8557 -3.6003 -0.5953 -0.3 -0.1 0.1 -0.47
C 0.4172 -3.4327 -1.1148 0.1 0.1 0.0 -0.80
C 0.8675 -2.1848 -1.4991 0.0 0.0 0.0 -0.74
C 0.0354 -1.0769 -1.3667 0.0 -0.2 -0.1 0.90
C 0.5299 0.3048 -1.7055 -0.4 0.0 -0.2 -1.65
N 1.0258 1.0230 -0.5377 -0.7 0.5 0.4 0.20
C 2.1146 0.3884 0.1697 0.3 -0.2 0.4 -0.98
S -0.1734 1.5610 0.5069 0.6 0.7 0.0 1.34
O -0.3534 0.6783 1.6219 0.2 0.0 0.0 -0.68
O -1.3095 1.9505 -0.2714 0.0 0.0 -0.3 -0.69
C 0.5915 3.0430 1.1113 -0.1 -0.5 0.2 0.08
C 0.7096 4.2299 0.4561 -0.1 -0.2 -0.1 -0.50
C 1.3762 5.2049 1.2278 0.0 0.0 0.1 -0.55
C 1.7466 4.7316 2.4481 -0.1 -0.5 0.1 -0.46
S 1.2853 3.0907 2.6817 0.0 0.4 -0.2 -0.03
C -1.2386 -1.2395 -0.8543 -0.1 -0.2 0.0 -0.16
H -4.4844 -3.5646 0.8170 0.1 -0.1 0.0 0.24
H -2.8821 -4.1802 1.2888 0.0 0.0 0.0 0.36
H -3.5245 -4.5111 -0.3463 0.0 0.0 0.0 0.36
H -1.1774 -4.5866 -0.3002 -0.1 -0.1 0.0 0.40
H 1.0630 -4.2928 -1.2160 0.0 -0.1 0.0 0.38
H 1.8619 -2.0688 -1.9049 0.1 0.0 -0.1 0.38
H -0.2827 0.9153 -2.1008 0.1 -0.1 -0.2 0.50
H 1.3443 0.2630 -2.4350 -0.1 0.0 0.1 0.52
H 1.8072 -0.5474 0.6463 0.1 0.0 0.0 0.32
H 2.9262 0.1943 -0.5303 0.0 0.0 0.0 0.35
H 2.4646 1.0739 0.9392 0.2 -0.1 0.0 0.34
H 0.3210 4.3830 -0.5330 -0.1 0.0 -0.2 0.48
H 1.5668 6.2073 0.8901 0.0 0.2 0.0 0.40
H 2.2620 5.2536 3.2295 0.1 0.1 0.2 0.43
H -1.8959 -0.3931 -0.7365 -0.1 0.1 0.0 0.57
```
Forces are in eV/Å.



Entry from OMol25: the molecule C3H4Cl2S (ωB97M-V with the def2-TZVPD basis set).

For the HOMO-LUMO gap, the calculation gives 9.79 eV. The value obtained for the HOMO energy is -9.2 eV. The calculation puts the total energy at -39054.1447 eV. The calculation puts the LUMO energy at 0.6 eV. The charge is 0. Its SMILES is S[C@H]1CC1(Cl)Cl.

Geometry as XYZ:
```
10
Properties=species:S:1:pos:R:3:forces:R:3:mulliken_charge:R:1
S -1.4950 -1.2527 0.8306 -0.8 -1.1 3.0 -0.23
C -0.7393 -0.2104 -0.2732 3.8 1.6 1.8 -0.26
C 0.1486 1.0144 0.2201 -0.3 -1.4 -4.2 -0.72
C 0.7634 -0.2989 -0.4986 -1.1 2.5 -0.7 0.52
Cl 1.1887 -0.1797 -2.2884 0.0 0.0 1.4 -0.21
Cl 1.7979 -1.3381 0.3898 0.0 -0.1 0.1 -0.14
H -0.8809 -0.8541 2.0839 -0.8 -0.4 -2.1 0.13
H -1.1921 0.0064 -1.1874 -1.3 0.1 -1.0 0.37
H 0.4562 1.2368 1.2203 -0.2 -0.3 0.5 0.31
H -0.0473 1.8761 -0.4971 0.8 -1.0 1.3 0.22
```
Forces are in eV/Å.



Entry from OMol25: a cluster of 8 separate species, C19H39F3N9O19S in total (ωB97M-V with the def2-TZVPD basis set).

For the HOMO-LUMO gap, the calculation gives 7.97 eV. The value obtained for the HOMO energy is -12.3 eV. The calculation puts the total energy at -91606.1054 eV. The calculation puts the LUMO energy at -4.3 eV. The charge is +1.

Geometry as XYZ:
```
90
Properties=species:S:1:pos:R:3:forces:R:3:mulliken_charge:R:1
C 3.5514 4.3945 2.0369 0.7 -0.9 -0.2 -1.07
C 3.4240 2.9282 1.5207 1.6 1.2 -0.1 0.52
N 2.2309 2.3709 1.3506 1.8 0.5 0.2 -1.19
N 2.2220 1.1403 0.9063 0.8 -1.7 -0.7 0.81
O 0.9844 0.5949 0.7298 0.2 0.5 0.6 -0.20
C 0.3048 0.3989 2.0036 -1.8 -1.0 1.2 -0.40
C -1.1531 1.0052 1.9286 -0.3 0.2 -1.6 0.20
C -1.7126 0.6307 0.4923 0.3 0.1 0.9 -1.21
O -1.1713 2.4329 2.0244 0.2 -0.2 0.6 -0.55
C 3.2445 0.3296 0.5490 1.9 0.1 -0.1 -0.20
C 3.0017 -1.1166 0.0087 0.1 0.1 -0.3 -1.18
C 3.1123 -2.1822 1.1607 -0.1 0.6 0.5 -0.56
C 3.3227 -3.6447 0.6696 0.3 -0.7 0.8 0.77
F 2.4998 -4.4887 1.3872 0.7 0.9 -0.9 -0.29
F 4.6002 -4.0766 0.9350 -1.4 0.5 -0.6 -0.25
F 3.0585 -3.8436 -0.6497 0.3 0.3 1.2 -0.27
C 4.6154 0.8827 0.6792 -1.5 2.4 1.8 0.31
S 6.0915 -0.0772 0.1869 1.6 -2.4 -4.1 1.40
C 7.6119 0.4067 1.0560 0.5 0.7 1.1 -1.10
O 5.9202 -1.5226 0.3143 -0.4 1.7 1.7 -0.56
O 6.3074 0.2374 -1.2290 -0.5 1.1 1.9 -0.67
C 4.7305 2.2535 1.2091 -2.1 -2.8 -0.9 0.57
O 5.9039 2.9036 1.3797 -1.1 -0.5 0.3 -0.60
H 4.0063 5.0303 1.2271 -0.6 -0.6 0.6 0.37
H 4.3390 4.3622 2.8575 -1.2 0.2 -0.9 0.26
H 2.5834 4.8186 2.3756 0.8 -0.4 -0.2 0.39
H 0.8845 0.7375 2.8941 -0.2 0.1 -1.0 0.25
H 0.1670 -0.7155 2.1155 0.2 1.0 -0.2 0.38
H -1.8333 0.5689 2.7038 0.9 0.0 -0.5 0.43
H -2.8191 0.7483 0.4167 0.9 -0.2 0.3 0.40
H -1.2805 1.3083 -0.2931 -0.2 -0.8 0.8 0.25
H -1.4351 -0.4364 0.3284 -0.4 1.0 -0.2 0.34
H -1.5166 2.7177 2.8868 0.2 -0.3 -0.4 0.33
H 2.0164 -1.1911 -0.5143 0.8 0.2 0.6 0.53
H 3.7914 -1.3383 -0.7583 -0.7 0.4 0.8 0.58
H 2.1979 -2.1596 1.8100 0.7 -0.1 -0.8 0.31
H 3.9637 -1.9097 1.8405 -0.7 -0.5 -0.8 0.38
H 8.4696 -0.1689 0.6134 -1.3 0.2 0.1 0.38
H 7.5737 0.1560 2.1520 -0.2 0.2 -1.0 0.37
H 7.8691 1.4892 0.9099 -0.5 -1.0 0.0 0.37
H 6.4383 2.4559 2.0639 -0.2 0.2 -0.3 0.37
C -4.2458 -2.0094 -2.7661 0.2 -0.2 0.0 -0.66
N -3.7112 -1.0896 -1.7263 0.0 -0.2 -0.2 0.88
O -2.7454 -1.4639 -1.0803 -0.4 -0.1 -0.3 -0.56
O -4.2772 -0.0235 -1.5919 0.2 -0.2 0.1 -0.53
H -3.6456 -2.9149 -2.7719 0.0 0.1 0.1 0.33
H -5.2760 -2.2320 -2.5093 0.0 0.2 -0.1 0.24
H -4.1815 -1.4965 -3.7226 -0.2 0.1 0.1 0.26
C -8.8200 -1.2693 -4.5154 -0.4 0.0 0.1 -0.68
N -7.3761 -1.5450 -4.3088 -0.3 0.1 0.0 0.96
O -7.0736 -2.5708 -3.7196 0.0 0.2 -0.2 -0.60
O -6.5904 -0.7261 -4.7434 0.0 -0.3 0.1 -0.50
H -9.3962 -2.0797 -4.0780 0.2 0.0 0.0 0.31
H -9.0473 -0.3253 -4.0243 0.1 0.0 -0.1 0.30
H -8.9889 -1.2083 -5.5921 0.1 0.1 0.7 0.30
C 2.9510 1.8010 5.7682 0.0 -0.2 -0.1 -0.90
N 4.0679 2.3325 4.9409 -0.2 0.0 0.2 1.01
O 4.7896 1.5238 4.3754 0.0 0.3 -0.2 -0.57
O 4.1861 3.5392 4.8826 0.2 -0.4 0.1 -0.54
H 2.9695 0.7182 5.7254 0.1 0.1 -0.1 0.40
H 3.1018 2.1500 6.7875 -0.1 0.1 -0.1 0.29
H 2.0230 2.1886 5.3523 0.1 0.1 0.1 0.30
C -6.9677 -2.4451 -8.5408 0.0 -0.2 0.2 -0.56
N -8.1815 -1.5926 -8.4481 0.2 0.0 -0.1 0.89
O -8.7011 -1.4647 -7.3478 0.0 -0.1 -0.9 -0.62
O -8.5731 -1.0826 -9.4727 0.0 0.0 0.3 -0.52
H -6.7362 -2.8312 -7.5516 -0.1 0.1 0.0 0.27
H -7.1885 -3.2600 -9.2344 0.1 0.5 0.2 0.17
H -6.1570 -1.8215 -8.9112 -0.1 0.0 -0.1 0.30
C -7.0969 -6.7739 -11.3063 0.3 -0.1 -0.2 -0.71
N -7.5197 -5.5372 -10.5964 0.0 -0.1 -0.1 0.89
O -6.7222 -4.6146 -10.5467 -0.2 -0.4 -0.2 -0.58
O -8.6322 -5.5329 -10.1148 0.3 0.1 0.0 -0.49
H -6.0875 -6.6329 -11.6815 -0.1 0.1 0.1 0.32
H -7.1326 -7.5911 -10.5897 -0.1 0.0 -0.1 0.28
H -7.7945 -6.9362 -12.1246 -0.1 0.0 0.1 0.28
C 3.4545 -1.0596 9.2476 0.0 -0.3 0.0 -0.71
N 2.7429 0.0870 8.6215 0.0 -0.2 0.1 0.86
O 2.0612 -0.1407 7.6364 0.0 0.1 0.3 -0.53
O 2.8920 1.1760 9.1377 -0.1 -0.1 -0.3 -0.50
H 3.2294 -1.9598 8.6835 -0.1 0.1 0.0 0.31
H 4.5194 -0.8401 9.2176 -0.1 0.1 0.1 0.29
H 3.0987 -1.1460 10.2717 0.1 0.1 0.0 0.29
C 3.5754 7.2693 5.8861 0.2 0.1 0.2 -0.72
N 3.4619 7.0720 4.4166 0.1 0.1 0.0 0.91
O 4.3880 7.4473 3.7261 -0.2 -0.2 0.0 -0.53
O 2.4432 6.5447 4.0088 0.2 0.1 0.1 -0.51
H 4.5273 7.7455 6.1014 -0.1 0.0 -0.1 0.30
H 2.7472 7.9023 6.1967 0.0 -0.1 0.0 0.30
H 3.5189 6.2884 6.3531 -0.1 0.1 -0.1 0.25
```
Forces are in eV/Å.



Entry from OMol25: a structure of composition C5H5NO2 (ωB97M-V with the def2-TZVPD basis set).

For the HOMO-LUMO gap, the calculation gives 10.55 eV. The value obtained for the HOMO energy is -9.8 eV. The calculation puts the total energy at -10845.3967 eV. The calculation puts the LUMO energy at 0.8 eV. The charge is 0.

Geometry as XYZ:
```
13
Properties=species:S:1:pos:R:3:forces:R:3:mulliken_charge:R:1
C -1.0803 -0.2421 -0.1089 -2.4 -2.8 -3.7 -0.02
C -0.1085 0.6613 -0.9838 -0.1 -0.6 3.1 -0.06
C -0.2771 0.1479 0.9882 0.5 -1.6 1.5 0.13
C 1.2062 -0.1737 0.6999 -0.9 -0.7 6.8 0.06
C 1.3465 0.2305 -0.6175 -0.2 0.0 -3.8 -0.22
H -0.4491 1.1535 -1.8573 0.1 0.7 -0.7 0.50
H -0.8875 -0.1565 1.8563 1.1 1.3 0.7 0.43
H 1.7049 0.1453 1.7545 0.1 -1.1 -3.0 0.26
H 0.6542 -1.7875 -0.2887 -3.1 -1.7 -1.0 0.28
H 2.1924 0.9032 -0.9937 -1.0 -1.8 0.3 0.32
N 1.4400 -1.2625 -0.2175 4.9 3.2 0.6 -0.67
O -2.1813 -0.7940 -0.1957 2.7 1.6 -0.2 -0.61
O -0.2956 1.3984 0.3438 -1.8 3.5 -0.6 -0.40
```
Forces are in eV/Å.